Version P
{
  "formula": "HO5S2",
  "method": "ωB97M-V with the def2-TZVPD basis set",
  "elements": ["O", "O", "O", "O", "O", "S", "S", "H"],
  "positions_angstrom": [[-1.017, 1.469, 0.834], [-2.264, 0.434, -0.980], [0.076, -1.929, 1.265], [2.354, 0.102, -0.774], [0.077, -0.240, -0.515], [-1.086, 1.224, -0.634], [-0.464, -0.659, 0.802], [2.323, -0.402, 0.002]],
  "spin_multiplicity": 1,
  "charge": -1
}


Version Q
{
  "formula": "HO5S2",
  "method": "ωB97M-V with the def2-TZVPD basis set",
  "elements": ["O", "O", "O", "O", "O", "S", "S", "H"],
  "positions_angstrom": [[-3.253, 1.197, -0.738], [-2.923, -0.866, 0.497], [4.277, -0.283, -1.177], [-0.966, 0.390, 0.315], [3.236, 0.069, 1.053], [-2.414, 0.019, -0.567], [3.067, -0.251, -0.352], [-1.024, -0.276, 0.968]],
  "spin_multiplicity": 1,
  "charge": -1
}


Relative energies, in eV, with the most stable structure set to zero: version P 3.964; version Q 0.000.